Record 1
C4H4O2 | ωB97M-V/def2-TZVPD

```
10
C4H4O2 | the Open Molecules 2025 dataset | ωB97M-V/def2-TZVPD
O 2.6593 0.0682 -0.1205
C 1.4943 -0.0778 0.1245
O 0.7794 -0.5972 1.0040
C -1.0277 -0.4814 0.8200
C -1.3015 0.2081 -0.3485
C -0.5247 0.7115 -1.2077
H 0.7128 0.4454 -0.7577
H -1.2018 -1.5539 0.8428
H -1.1978 0.0183 1.7701
H -0.3924 1.2588 -2.1270
```

Results
- 2S+1 = 1
- E_LUMO (Ha) = -0.007
- total energy (Eh) = -305.138380
- energy relative to the best compared isomer or geometry (same formula, charge and spin) (eV) = 3.839
- HOMO-LUMO gap (Ha) = 0.3333

Record 2
C4H4O2Pb | ωB97M-V/def2-TZVPD

```
11
C4H4O2Pb | the Open Molecules 2025 dataset | ωB97M-V/def2-TZVPD
H 2.3045 1.1602 0.1125
O -1.4023 1.8824 0.0962
C -1.2488 0.4909 0.0823
C 0.1798 0.1509 0.1541
C 1.4381 0.5235 0.4671
H -2.3322 2.0981 -0.0188
H -1.6542 0.0252 -0.8330
H -1.7452 -0.0019 0.9369
C 1.3147 -0.6917 -0.1783
O 1.7785 -1.8336 -0.3515
Pb 1.3672 -3.8040 -0.4674
```

Results
- 2S+1 = 1
- E_LUMO (Ha) = -0.401
- total energy (Eh) = -497.330119
- energy relative to the best compared isomer or geometry (same formula, charge and spin) (eV) = 1.392
- HOMO-LUMO gap (Ha) = 0.2507
- total charge = +2

Record 3
C4H4O2S | ωB97M-V/def2-TZVPD

```
11
C4H4O2S | the Open Molecules 2025 dataset | ωB97M-V/def2-TZVPD
C -0.6974 0.2560 0.8855
C -0.8487 -0.1996 -0.4635
C 0.5372 0.3574 1.4392
C 0.2035 0.1054 -1.4574
O 1.1955 0.8209 2.3035
O 1.4772 -0.8672 0.5393
S 0.6844 -1.5145 -0.5406
H -1.5111 0.7695 1.5722
H -1.8376 -0.5787 -0.7041
H -0.0621 -0.0910 -2.4778
H 0.8590 0.9416 -1.0963
```

Results
- 2S+1 = 1
- E_LUMO (Ha) = 0.017
- total energy (Eh) = -703.371571
- energy relative to the best compared isomer or geometry (same formula, charge and spin) (eV) = 3.276
- HOMO-LUMO gap (Ha) = 0.3154

Record 4
C4H4O2S | ωB97M-V/def2-TZVPD

```
11
C4H4O2S | the Open Molecules 2025 dataset | ωB97M-V/def2-TZVPD
C 0.8859 0.5931 -1.5568
C 0.0840 0.6069 -0.6106
C -1.9592 0.5927 0.9657
C -0.6530 0.5998 0.6125
O 1.5330 -2.2852 -1.3218
O 1.3472 -1.2648 0.8877
S 2.0037 -1.3134 -0.3980
H 1.5657 0.6592 -2.3577
H -2.1521 0.6425 2.0199
H -2.7816 0.6618 0.3436
H 0.1265 0.5072 1.4156
```

Results
- 2S+1 = 1
- E_LUMO (Ha) = -0.023
- total energy (Eh) = -703.358482
- energy relative to the best compared isomer or geometry (same formula, charge and spin) (eV) = 3.632
- HOMO-LUMO gap (Ha) = 0.3350

Record 5
C4H4O2S | ωB97M-V/def2-TZVPD

```
11
C4H4O2S | the Open Molecules 2025 dataset | ωB97M-V/def2-TZVPD
C -1.5052 1.6295 0.4690
C -0.6587 -0.9922 -0.5010
C 0.5765 -1.0448 -0.0231
C 1.8180 -0.1858 -0.0732
H -2.2764 2.5479 0.1742
H -1.4110 -1.8036 -0.4768
H 0.6636 -2.1621 0.2843
H 2.6415 -1.0347 0.3007
O -0.7838 1.5059 1.4589
O 2.0239 1.0000 -0.5749
S -1.0883 0.5397 -1.0381
```

Results
- 2S+1 = 1
- E_LUMO (Ha) = -0.037
- SMILES = O=C/C=C\SC=O
- total energy (Eh) = -703.348756
- energy relative to the best compared isomer or geometry (same formula, charge and spin) (eV) = 3.897
- HOMO-LUMO gap (Ha) = 0.3064

Record 6
C4H4O2Sm | ωB97M-V/def2-TZVPD

```
11
C4H4O2Sm | the Open Molecules 2025 dataset | ωB97M-V/def2-TZVPD
C 1.8160 0.4140 -0.1157
O 1.6563 -0.2340 -1.0508
H 1.4370 -0.5991 -1.9503
C -0.7499 1.3581 2.6621
C -1.5085 0.3607 2.3173
C -2.3756 -0.5429 1.7265
O -3.5335 -0.7905 2.1393
Sm -5.4782 -0.3537 3.4816
H -0.1213 1.2932 3.5586
H -0.8211 2.3237 2.1473
H -1.7618 -1.3560 1.2568
```

Results
- 2S+1 = 7
- E_LUMO (alpha / beta) (Ha) = -0.743 / -0.737
- total energy (Eh) = -961.184876
- energy relative to the best compared isomer or geometry (same formula, charge and spin) (eV) = 0.000
- HOMO-LUMO gap (alpha / beta) (Ha) = 0.1768 / 0.2956
- total charge = +4

Record 7
C4H4O2Tl | ωB97M-V/def2-TZVPD

```
11
C4H4O2Tl | the Open Molecules 2025 dataset | ωB97M-V/def2-TZVPD
H -2.5379 -0.3267 1.0734
O -4.1793 0.4815 -0.0401
C -3.4350 -0.2034 -0.7403
C -2.3443 -0.8332 0.0246
C -1.9479 -2.1075 -0.1070
C -1.0971 -2.6914 0.9235
O -0.7308 -3.8637 0.8907
Tl 0.5446 -5.0006 1.8619
H -3.1884 0.0880 -1.7803
H -2.3688 -2.7777 -0.8615
H -0.6918 -2.0049 1.6891
```

Results
- 2S+1 = 2
- E_LUMO (alpha / beta) (Ha) = -0.427 / -0.493
- total energy (Eh) = -476.912101
- energy relative to the best compared isomer or geometry (same formula, charge and spin) (eV) = 3.101
- HOMO-LUMO gap (alpha / beta) (Ha) = 0.2383 / 0.1719
- total charge = +2

Record 8
C4H4O2V | ωB97M-V/def2-TZVPD

```
11
C4H4O2V | the Open Molecules 2025 dataset | ωB97M-V/def2-TZVPD
H -0.9040 0.5830 1.0770
O -2.7282 0.4179 0.0228
C -2.0581 -0.0855 -0.7829
C -0.6660 -0.5048 -0.7141
C 0.0725 0.3794 0.3285
C 1.4350 -0.0473 0.5809
O 2.3618 0.6885 0.9493
V 3.3249 -0.9501 0.5657
H -0.2196 -0.3684 -1.7121
H -0.7276 -1.5744 -0.4497
H 0.1093 1.4618 0.1344
```

Results
- 2S+1 = 4
- E_LUMO (alpha / beta) (Ha) = -0.417 / -0.417
- total energy (Eh) = -1248.424501
- energy relative to the best compared isomer or geometry (same formula, charge and spin) (eV) = 2.112
- HOMO-LUMO gap (alpha / beta) (Ha) = 0.2496 / 0.2468
- total charge = +2

Record 9
C4H4O3 | ωB97M-V/def2-TZVPD

```
11
C4H4O3 | the Open Molecules 2025 dataset | ωB97M-V/def2-TZVPD
O -0.3811 1.8295 -1.5309
C -0.5506 1.0467 -0.6601
O -1.7709 0.7653 -0.1553
C -1.2451 -0.3469 0.5598
C 0.2833 0.1092 0.1270
C 1.5611 -0.5336 -0.1726
O 1.3953 0.4160 0.9046
H -1.7091 -1.2584 0.1679
H -1.4558 -0.2712 1.6177
H 2.1810 -0.1891 -1.0006
H 1.6920 -1.5675 0.1424
```

Results
- 2S+1 = 1
- E_LUMO (Ha) = 0.029
- total energy (Eh) = -380.456909
- energy relative to the best compared isomer or geometry (same formula, charge and spin) (eV) = 2.452
- HOMO-LUMO gap (Ha) = 0.4187

Record 10
C4H4O3 | ωB97M-V/def2-TZVPD

```
11
C4H4O3 | the Open Molecules 2025 dataset | ωB97M-V/def2-TZVPD
C 0.6389 -0.0099 -0.5818
C -0.2415 1.6321 0.6032
C -0.6828 -0.3790 -0.2127
C -1.2379 0.7164 0.5107
O 1.1343 -1.1553 0.2758
O 0.9059 1.2051 0.0343
O 1.2533 -2.2962 -0.5738
H 1.9547 -1.9975 -1.1818
H -0.2401 2.6462 0.9657
H -1.2077 -1.2480 -0.5626
H -2.2771 0.8860 0.7232
```

Results
- 2S+1 = 1
- E_LUMO (alpha / beta) (Ha) = -0.013 / -0.013
- SMILES = OOc1ccco1
- total energy (Eh) = -380.296901
- energy relative to the best compared isomer or geometry (same formula, charge and spin) (eV) = 6.806
- HOMO-LUMO gap (alpha / beta) (Ha) = 0.2940 / 0.2942

Record 11
C4H4O3 | ωB97M-V/def2-TZVPD

```
11
C4H4O3 | the Open Molecules 2025 dataset | ωB97M-V/def2-TZVPD
O -0.4125 2.6882 -0.4371
C 0.2708 1.7643 -0.2043
O -1.7222 -1.0967 -0.8291
C -1.8143 -0.6573 0.2894
C 0.8024 0.6222 0.1699
C 1.4809 -0.5691 -0.2834
O 1.9606 0.2107 0.8236
H -1.4120 -1.1960 1.1709
H -2.3054 0.3114 0.5072
H 2.1089 -0.5433 -1.1727
H 1.0428 -1.5344 -0.0344
```

Results
- 2S+1 = 1
- E_LUMO (Ha) = 0.001
- SMILES = O=C=C1CO1.C=O
- total energy (Eh) = -380.385682
- energy relative to the best compared isomer or geometry (same formula, charge and spin) (eV) = 4.390
- HOMO-LUMO gap (Ha) = 0.3313

Record 12
C4H4O3 | ωB97M-V/def2-TZVPD

```
11
C4H4O3 | the Open Molecules 2025 dataset | ωB97M-V/def2-TZVPD
O -2.0303 0.9663 0.5761
C -0.8999 1.1194 0.1823
C 0.0348 -0.0304 -0.1592
C -0.3403 -1.2414 0.6026
O -0.3598 -1.2717 -0.7934
C 1.3660 0.3485 -0.7354
O 1.6945 1.4934 -0.9327
H -0.4058 2.1078 0.2045
H 0.3490 -1.8368 1.1922
H -1.3576 -1.1408 0.9727
H 1.9494 -0.5143 -1.1098
```

Results
- 2S+1 = 1
- E_LUMO (Ha) = 0.005
- SMILES = O=CC1(C=O)CO1
- total energy (Eh) = -380.450308
- energy relative to the best compared isomer or geometry (same formula, charge and spin) (eV) = 2.632
- HOMO-LUMO gap (Ha) = 0.3743

Record 13
C4H4O3 | ωB97M-V/def2-TZVPD

```
11
C4H4O3 | the Open Molecules 2025 dataset | ωB97M-V/def2-TZVPD
O -1.8730 0.5694 0.8540
C -0.8036 1.0496 0.2085
C 0.1757 0.1700 -0.0583
C -0.1297 -1.2688 0.2055
O -0.7780 -1.8492 -0.6340
C 1.4334 0.4430 -0.7311
O 1.8632 1.5607 -0.9132
H -0.7912 2.1135 -0.0270
H 0.3517 -1.8122 1.0486
H -1.5795 -0.3674 1.0318
H 1.9958 -0.4650 -1.0487
```

Results
- 2S+1 = 1
- E_LUMO (Ha) = -0.010
- SMILES = O=CC(C=O)=CO
- total energy (Eh) = -380.468000
- energy relative to the best compared isomer or geometry (same formula, charge and spin) (eV) = 2.151
- HOMO-LUMO gap (Ha) = 0.3510

Record 14
C4H4O3S | ωB97M-V/def2-TZVPD

```
12
C4H4O3S | the Open Molecules 2025 dataset | ωB97M-V/def2-TZVPD
C 0.5128 0.7894 0.1632
C 0.5391 0.3076 1.3930
C -0.7821 -1.0381 0.0833
C -0.2544 -0.0286 -0.7106
H 2.3864 2.0039 -0.1699
H 0.9188 0.5505 2.4305
H -2.9296 -2.1314 0.3641
H 0.6654 0.8098 -2.0607
O 1.2691 1.7439 -0.5463
O -0.2502 -0.8147 1.3671
O -0.3024 0.3065 -1.9858
S -1.7729 -2.4990 -0.3279
```

Results
- 2S+1 = 1
- E_LUMO (Ha) = -0.006
- SMILES = Oc1coc(S)c1O
- total energy (Eh) = -778.613591
- energy relative to the best compared isomer or geometry (same formula, charge and spin) (eV) = 3.555
- HOMO-LUMO gap (Ha) = 0.3047

Record 15
C4H4O4 | ωB97M-V/def2-TZVPD

```
12
C4H4O4 | the Open Molecules 2025 dataset | ωB97M-V/def2-TZVPD
C 0.0762 0.4258 -0.8243
C -0.4739 0.6021 0.4946
C 0.1958 -1.5439 -0.6067
O 1.1396 1.1686 -1.2179
O -0.8245 1.8394 0.9809
C -0.6590 -0.6322 1.0262
O -0.5118 -2.1989 -1.3077
O -0.7296 -1.4116 1.9177
H 1.6298 1.4841 -0.4449
H -0.4505 1.9613 1.8640
H -0.5588 0.2126 -1.6789
H 1.1666 -1.9073 -0.2031
```

Results
- 2S+1 = 1
- E_LUMO (Ha) = -0.035
- total energy (Eh) = -455.631218
- energy relative to the best compared isomer or geometry (same formula, charge and spin) (eV) = 4.947
- HOMO-LUMO gap (Ha) = 0.2808

Record 16
C4H4O4 | ωB97M-V/def2-TZVPD

```
12
C4H4O4 | the Open Molecules 2025 dataset | ωB97M-V/def2-TZVPD
C 1.8036 0.3279 0.0079
C 0.1480 0.7014 0.0835
C -0.5818 -0.3293 -0.6284
C -1.7360 -1.2224 0.0647
H 1.9215 2.3671 0.5722
H -0.3382 -0.7689 -1.6132
H -2.0256 -2.2175 -0.5384
H -1.6487 -1.1084 1.2766
O 2.5642 1.3799 0.6113
O 2.2315 -0.8335 -0.2463
O -0.2417 1.5519 0.7773
O -2.0968 0.1517 -0.3672
```

Results
- 2S+1 = 1
- E_LUMO (Ha) = -0.018
- SMILES = O=C(O)C(=O)[C@H]1CO1
- total energy (Eh) = -455.622385
- energy relative to the best compared isomer or geometry (same formula, charge and spin) (eV) = 5.188
- HOMO-LUMO gap (Ha) = 0.3581

Record 17
C4H4O4 | ωB97M-V/def2-TZVPD

```
12
C4H4O4 | the Open Molecules 2025 dataset | ωB97M-V/def2-TZVPD
C 1.9214 -0.1769 0.7355
C -1.1494 0.9948 -0.7177
C 0.4507 -0.1807 0.5038
C -1.8208 -0.4146 -0.7836
O 0.0469 1.0423 -0.0700
O -1.6735 1.9592 -1.1734
O -0.3371 -1.0106 0.8502
O -1.6733 -1.1823 -1.6894
H -2.6059 -0.5269 -0.0109
H 2.2007 -1.0301 1.3471
H 2.4316 -0.2210 -0.2250
H 2.2086 0.7467 1.2334
```

Results
- 2S+1 = 1
- E_LUMO (Ha) = 0.019
- SMILES = CC(=O)OC(=O)C=O
- total energy (Eh) = -455.769373
- energy relative to the best compared isomer or geometry (same formula, charge and spin) (eV) = 1.188
- HOMO-LUMO gap (Ha) = 0.3892

Record 18
C4H4OPm | ωB97M-V/def2-TZVPD

```
10
C4H4OPm | the Open Molecules 2025 dataset | ωB97M-V/def2-TZVPD
H -1.2518 -0.9806 -1.0840
C -4.1166 0.0534 0.1234
C -2.8894 0.0802 -0.0610
C -1.5138 0.0617 -0.3145
C -0.6667 -0.9429 0.4015
O 0.5696 -0.7943 0.4886
H -5.1985 0.0026 0.1954
H -1.0571 1.0461 -0.5122
H -1.1489 -1.5903 1.1629
Pm 2.9002 0.3033 0.6723
```

Results
- 2S+1 = 6
- E_LUMO (alpha / beta) (Ha) = -0.840 / -0.738
- total energy (Eh) = -836.203930
- energy relative to the best compared isomer or geometry (same formula, charge and spin) (eV) = 0.169
- HOMO-LUMO gap (alpha / beta) (Ha) = 0.1660 / 0.2833
- total charge = +4

Record 19
C4H4ORb | ωB97M-V/def2-TZVPD

```
10
C4H4ORb | the Open Molecules 2025 dataset | ωB97M-V/def2-TZVPD
C -1.9333 -0.6882 0.5223
C -1.3952 0.2324 -0.3093
C -0.0273 0.7066 -0.1366
C 1.0792 -0.0690 -0.3288
O 2.2939 0.1867 -0.4939
Rb 6.2550 -0.9365 -0.3570
H -2.9842 -0.6322 0.8103
H -1.3379 -1.4945 0.9605
H -2.0746 0.9340 -0.8064
H 0.1244 1.7607 0.1388
```

Results
- 2S+1 = 2
- E_LUMO (alpha / beta) (Ha) = -0.060 / -0.059
- total energy (Eh) = -253.951068
- energy relative to the best compared isomer or geometry (same formula, charge and spin) (eV) = 0.000
- HOMO-LUMO gap (alpha / beta) (Ha) = 0.0909 / 0.1302

Record 20
C4H4OS | ωB97M-V/def2-TZVPD

```
10
C4H4OS | the Open Molecules 2025 dataset | ωB97M-V/def2-TZVPD
C 0.4635 0.4220 -0.6186
C 0.5911 -0.8809 -0.7792
C -0.6490 0.6505 0.2991
C -0.9858 -0.7170 0.6750
O -0.2523 -1.6019 -0.0363
S -2.3397 0.0282 -0.3443
H 1.0607 1.2281 -0.8624
H 1.3771 -1.4746 -1.1663
H -0.5315 1.5473 0.8130
H -1.1891 -1.1322 1.6660
```

Results
- 2S+1 = 1
- E_LUMO (Ha) = 0.035
- SMILES = C1=C[C@H]2S[C@H]2O1
- total energy (Eh) = -628.171414
- energy relative to the best compared isomer or geometry (same formula, charge and spin) (eV) = 1.730
- HOMO-LUMO gap (Ha) = 0.3547